Entry from OMol25: an isolated molecule of C19H32N2O2 (ωB97M-V/def2-TZVPD).

Computed properties:
Relative energy (zero: lowest compared OMol25 entry of this formula, charge and spin) (kcal/mol): 44.3
Orbital gap (eV): 9.18
Total energy (eV): -27297.2182
SMILES: C=CCCCCCCCCC(=O)NNC1=CC(=O)CC(C)(C)C1
LUMO energy (eV): 0.6

ORCA input file:
```
! RIJCOSX wB97M-V def2-TZVPD def2/J DEFGRID3
* xyz 0 1
C 5.13 -0.07 -6.91
C 4.23 -1.04 -7.01
C 2.76 -0.82 -7.14
H 2.43 -1.22 -8.10
C 1.98 -1.52 -6.02
C 2.30 -0.92 -4.66
C 1.64 -1.66 -3.49
C 0.12 -1.48 -3.46
C -0.56 -2.25 -2.32
C -0.12 -1.86 -0.91
H 0.94 -2.08 -0.77
H -0.68 -2.47 -0.20
C -0.36 -0.37 -0.61
C -0.05 -0.10 0.85
O 1.04 0.24 1.27
N -1.10 -0.30 1.68
H -1.98 -0.68 1.38
N -0.91 -0.21 3.06
C -1.74 0.55 3.85
C -2.93 1.02 3.43
C -3.85 1.73 4.30
O -4.90 2.19 3.91
C -3.43 1.82 5.76
H -3.93 2.68 6.20
C -1.91 1.92 5.95
C -1.58 1.89 7.44
H -0.50 1.94 7.59
H -1.95 0.98 7.91
H -2.03 2.75 7.94
C -1.38 3.21 5.33
H -1.85 4.07 5.81
H -0.31 3.29 5.47
H -1.60 3.26 4.27
C -1.27 0.70 5.26
H -0.18 0.79 5.29
H -1.54 -0.20 5.81
H -3.81 0.93 6.26
H -3.24 0.93 2.40
H 0.09 -0.19 3.26
H -1.40 -0.11 -0.83
H 0.30 0.24 -1.21
H -1.64 -2.11 -2.41
H -0.36 -3.32 -2.46
H -0.31 -1.83 -4.40
H -0.12 -0.41 -3.37
H 1.87 -2.72 -3.56
H 2.07 -1.28 -2.56
H 1.99 0.13 -4.64
H 3.38 -0.94 -4.51
H 0.91 -1.43 -6.23
H 2.23 -2.58 -6.02
H 2.54 0.25 -7.13
H 4.54 -2.07 -7.00
H 6.18 -0.28 -6.83
H 4.85 0.97 -6.92
*
```